{
  "formula": "C2H3N5S",
  "method": "ωB97M-V with the def2-TZVPD basis set",
  "species": ["N", "C", "N", "N", "N", "N", "C", "S", "H", "H", "H"],
  "positions_angstrom": [[0.2403, -1.8546, -0.2957], [0.3758, -0.5364, -0.1287], [1.5646, 0.0021, -0.1772], [1.7063, 1.3390, 0.0026], [0.7208, 2.1040, 0.2146], [-0.5217, 1.5353, 0.2751], [-0.8445, 0.2433, 0.1283], [-2.3838, -0.3553, 0.2189], [-0.6815, -2.2656, -0.2662], [1.0681, -2.4344, -0.4521], [-1.2444, 2.2226, 0.4805]],
  "forces_ev_per_angstrom": [[0.50, -0.42, -0.13], [-0.20, -0.39, 0.06], [-0.06, 0.19, 0.05], [-0.45, 0.47, 0.04], [0.38, -0.75, -0.07], [0.00, 0.59, 0.12], [-0.17, -0.06, -0.06], [0.40, 0.08, -0.02], [0.07, 0.12, 0.03], [-0.60, 0.52, 0.11], [0.13, -0.35, -0.12]],
  "de_lowest_ev": 0.105,
  "e_tot_ev": -20406.5177,
  "smiles": "Nc1nnn[nH]c1=S",
  "homo_energy_ev": -9.15
}